Record 1
# C3H6N2O2

C3H6N2O2 in the gas phase (ωB97M-V/def2-TZVPD, the OMol25 dataset).

```
! wB97M-V def2-TZVPD RIJCOSX def2/J DEFGRID3
* xyz 0 1
O -0.44314 1.09262 -0.44147
O 0.91845 -0.15855 1.14539
N 2.08999 0.49110 -0.80840
N -2.18464 -0.25409 -0.38229
C -0.88818 -0.01639 -0.17371
C 0.04581 -1.02929 0.48301
C 1.45157 0.82637 0.22936
H 0.57793 -1.64520 -0.25483
H 2.85818 1.12577 -0.96837
H 1.42715 1.78817 0.74544
H -0.49578 -1.70546 1.16488
H -2.70099 0.55775 -0.68621
H -2.65635 -1.07280 -0.05281
*
```

Values from the calculation:
SMILES string   [H]/N=C/OCC(N)=O
Relative energy (zero: lowest compared OMol25 entry of this formula, charge and spin)   61.1 kcal per mole
HOMO   -0.3308 Ha
LUMO energy   0.68 eV

Record 2
# C4H6F3NO6P2S

A molecular structure, C4H6F3NO6P2S (ωB97M-V/def2-TZVPD, the OMol25 dataset).

```
! wB97M-V def2-TZVPD RIJCOSX def2/J DEFGRID3
* xyz 0 1
S 5.08622 2.60858 0.70930
P 1.21510 0.59496 0.29857
P 3.89081 1.32142 -0.11127
F -1.57031 -1.52854 0.89522
F -3.65738 -1.22272 1.54900
F -3.19275 -1.76764 -0.59298
O 0.86288 -3.49663 0.38200
O 1.71290 0.04410 1.59907
O -0.34604 1.06888 0.54590
O -3.75753 1.04876 -0.64396
O 1.41686 -0.61932 -0.85796
O 2.25091 1.85200 -0.10560
N 2.22683 -1.65438 -0.38026
C -2.69262 0.54933 0.14016
C 1.48423 -2.65115 -0.08569
C -1.24792 0.76627 -0.54379
C -2.78900 -0.97944 0.48886
H -1.39872 1.63239 -1.25847
H -4.18275 0.34936 -1.17404
H 4.33134 1.07180 -1.45690
H -1.03345 -0.18745 -1.09595
H 4.04328 0.08371 0.57697
H -2.65290 1.11569 1.12181
*
```

Values from the calculation:
HOMO   -0.3308 Ha
LUMO energy   -0.77 eV

Record 3
# C3H3O4Sm

A molecular structure, C3H3O4Sm (ωB97M-V/def2-TZVPD, the OMol25 dataset).

```
! wB97M-V def2-TZVPD RIJCOSX def2/J DEFGRID3
* xyz 0 8
Sm 0.11301 -0.11531 2.98865
O -1.25795 -2.58247 3.16082
O -2.77338 -1.74643 -1.10216
O -1.60163 0.46776 1.33692
O -1.57208 -4.86641 2.94414
C -1.41220 -3.73260 3.05944
C -1.76651 -1.06422 -0.51986
C -2.11968 0.12471 0.24946
H -2.84200 0.81974 -0.22132
H -1.67133 -0.80422 -1.72906
H -1.01949 -1.63660 0.09139
*
```

Values from the calculation:
Relative energy (zero: lowest compared OMol25 entry of this formula, charge and spin)   64.2 kcal per mole
HOMO (alpha / beta)   -0.2198 / -0.2274 Ha
LUMO energy (alpha / beta)   -0.38 / -0.72 eV

Record 4
# C39H80NO32P3

10 unconnected molecules or ions with the total composition C39H80NO32P3 (ωB97M-V/def2-TZVPD, the OMol25 dataset).

```
! wB97M-V def2-TZVPD RIJCOSX def2/J DEFGRID3
* xyz 1 2
P 8.82501 -1.17998 11.20754
P 2.82980 3.35009 7.66966
P 7.45556 4.73103 0.15970
O 9.46921 1.83922 6.58359
O 7.36975 1.76352 7.30723
O 8.72118 5.62127 6.35711
O 8.80691 -0.78372 9.77470
O 8.26813 4.06283 1.18293
O 8.40042 -3.77386 5.09474
O 9.98348 -2.43326 4.16634
O 13.69648 5.75956 1.71443
O 9.53283 -0.03743 12.14123
O 8.29975 7.09976 8.02886
O 12.70645 1.93588 -0.74234
O 5.55476 -3.98356 6.54624
O 5.18544 1.49829 17.10283
O 10.25093 -4.53725 3.92993
O 8.24635 4.62045 -1.31337
O 4.40544 3.95680 7.95508
O 5.95561 4.10016 -0.08582
O 3.92391 3.18531 17.28184
O 2.94547 2.03365 8.49592
O 4.76945 -5.95461 7.17418
O 11.61945 6.82390 1.53722
O 14.08878 2.78796 -1.95965
O 7.23768 6.30288 0.27015
O 7.62826 2.56841 5.40411
O 14.90735 2.13003 0.00911
O 12.27336 5.74955 3.45626
O 10.13936 5.78830 8.18781
O 1.75028 4.24875 8.15848
O 3.76392 -4.82579 5.50692
O 7.34532 -1.30699 11.84780
O 2.77877 2.96123 6.06814
O 9.51220 -2.56317 11.56981
N 4.82218 2.59706 16.72350
C 8.27103 1.94829 6.42444
C 14.02399 2.27439 -0.82581
C 5.24078 4.77942 13.44542
C 7.69669 7.38398 10.35251
C 9.05281 6.19652 7.38484
C 10.14927 -5.82651 4.45457
C 8.42693 3.18273 4.34686
C 5.03871 3.90514 0.95119
C 5.30465 3.15985 15.35478
C 8.69576 7.78459 9.17365
C 10.82609 4.62528 7.76710
C 11.11879 6.16841 3.99764
C 7.71053 4.72328 -2.61339
C 12.45917 6.15362 2.20447
C 7.55721 1.54178 8.63774
C 1.66672 2.29387 5.38344
C 7.42262 2.88361 9.35563
C 14.05432 6.20580 0.35918
C 3.86766 0.89138 8.35294
C 15.21850 3.10290 -2.53780
C 10.31636 0.97679 11.56463
C 6.27388 4.07387 12.80415
C 10.89748 -2.86652 11.37519
C 5.04556 5.01678 7.17641
C 12.13025 2.49621 1.62882
C 6.28736 2.50202 14.62820
C 9.32349 -1.21516 4.57754
C 9.46410 -3.64928 4.46709
C 5.51159 -2.71749 5.82969
C 3.89533 -7.08607 7.02652
C 4.55752 -4.93387 6.36696
C 9.98562 -0.03908 3.89438
C 6.72538 2.89391 13.40050
C 8.45144 7.07624 0.33319
C 4.72659 4.23900 14.66482
C 15.59292 6.31290 0.12432
C 6.22750 -1.61680 6.69025
C 6.30191 -0.37508 11.59204
C 12.25895 1.48024 0.52932
H 10.96588 5.54382 4.87776
H 11.77654 4.91526 7.31915
H 11.29109 2.30797 2.29850
H 9.34981 6.75170 0.85826
H 11.70467 3.37360 1.14182
H 6.04430 -0.70815 6.11675
H 4.59835 -7.90922 7.15412
H 11.13235 3.92291 8.54232
H 4.31956 4.72401 0.97077
H 10.66513 -6.57308 3.85073
H 7.54794 6.30633 10.28437
H 10.48849 0.82274 10.49938
H 11.01764 -0.34193 3.71741
H 5.68282 -0.07682 12.43813
H 11.18697 7.19200 4.36605
H 16.06843 3.20401 -1.86289
H 13.63620 7.16012 0.03896
H 12.89354 0.64885 0.83620
H 8.55536 1.10569 8.67800
H 5.82854 -1.40261 7.68175
H 9.73206 7.59547 9.45367
H 8.12818 5.48324 -3.27379
H 15.52978 2.37894 -3.29085
H 16.00913 7.20734 0.58783
H 7.75706 3.71041 3.66794
H 4.75024 5.63272 13.00084
H 9.10081 -6.10871 4.55043
H 11.23506 -2.60704 10.37179
H 7.39311 2.24636 12.85166
H 9.11267 3.91050 4.78070
H 7.72213 2.71687 10.39033
H 12.94959 2.81078 2.27522
H 9.46745 0.22089 2.97133
H 8.17695 7.61708 11.30283
H 4.86050 4.79542 6.12530
H 6.83782 0.84270 9.06420
H 9.47219 -1.25249 5.65670
H 10.29438 4.12392 6.95838
H 7.94686 3.73745 -3.01389
H 9.90806 1.96522 11.77529
H 13.58762 5.50904 -0.33712
H 4.88551 1.17969 8.61552
H 16.01231 6.32376 -0.88171
H 15.06571 4.06919 -3.01845
H 11.26936 1.08137 0.30633
H 4.49128 -2.41727 5.59107
H 4.91111 6.05917 7.46529
H 10.19061 6.08689 3.43201
H 10.66462 -5.72947 5.41013
H 8.13816 3.49086 8.80125
H 3.16094 -7.15502 7.82904
H 8.29209 -1.36729 4.25944
H 1.21654 2.97226 4.65871
H 6.03106 -2.92274 4.89368
H 10.90294 -3.94133 11.19390
H 8.21231 8.05070 0.75904
H 6.62052 4.28097 11.80247
H 5.62857 4.00905 1.86189
H 8.76232 8.84919 8.94935
H 0.83937 1.83458 5.92441
H 15.93590 5.35546 0.51645
H 11.33083 0.90309 11.95644
H 6.64717 4.95610 -2.66951
H 3.73622 0.50442 7.34245
H 6.41462 3.24090 9.14499
H 3.17668 -7.17591 6.21192
H 6.96562 1.78859 15.07246
H 5.48672 -0.73533 10.96452
H 6.68027 0.55590 11.16987
H 4.59216 2.91081 0.95155
H 8.88526 2.49067 3.64039
H 6.12521 4.91645 7.28775
H 3.46627 0.16949 9.06417
H 6.82786 8.01296 10.15856
H 1.87131 1.43421 4.74529
H 11.58036 -2.50323 12.14316
H 7.31334 -1.70711 6.66041
H 9.90970 0.80683 4.57758
H 3.91674 4.77340 15.13913
H 8.86769 7.30009 -0.64902
*
```

Values from the calculation:
HOMO (alpha / beta)   -0.4275 / -0.4275 Ha
LUMO energy (alpha / beta)   -5.20 / -9.35 eV

Record 5
# C5H14O3

4 unconnected molecules or ions with the total composition C5H14O3 (ωB97M-V/def2-TZVPD, the OMol25 dataset).

```
! wB97M-V def2-TZVPD RIJCOSX def2/J DEFGRID3
* xyz 1 2
O 0.92066 -0.95901 2.63096
O -0.47556 2.61959 -2.49816
O 2.87852 -3.06201 1.44753
C -0.49254 0.01410 -0.09232
C -0.85485 1.08502 0.85181
C -0.11816 2.18662 0.94995
C -1.09333 -0.22558 -1.31600
C -0.70634 -1.39905 -2.11919
H -1.92886 0.36597 -1.68181
H -1.59133 -1.93369 -2.50407
H 2.65618 -2.59816 2.26457
H -0.37029 2.27940 -1.59682
H 2.57298 -2.60958 0.68088
H -1.77849 0.97362 1.41549
H 0.06452 -1.03048 -2.80784
H 1.14310 -0.11827 3.00038
H 0.25473 -0.64425 0.36894
H -0.38521 -2.26362 -1.55113
H 0.13820 -1.29269 3.10466
H -1.21520 3.21527 -2.72640
H 0.86490 2.43730 0.56309
H -0.48361 2.95951 1.61550
*
```

Values from the calculation:
Relative energy (zero: lowest compared OMol25 entry of this formula, charge and spin)   27.8 kcal per mole
HOMO (alpha / beta)   -0.5068 / -0.5068 Ha
LUMO energy (alpha / beta)   -4.91 / -8.78 eV

| no. | maximum force (eV/A) |
| --- | --- |
| 1 | 1.58 |
| 2 | 5.13 |
| 3 | 3.05 |
| 4 | 5.30 |
| 5 | 2.39 |